{"formula": "C19H14AuClN6S2", "method": "ωB97M-V/def2-TZVPD", "lumo_ev": -1.22, "e_above_lowest_kj_mol": 59.1, "homo_energy_ev": -7.54, "spin_multiplicity": 1, "elements": ["Au", "C", "S", "C", "S", "N", "N", "C", "C", "C", "C", "C", "C", "N", "H", "H", "H", "H", "H", "H", "H", "H", "N", "C", "C", "C", "N", "C", "N", "Cl", "C", "C", "C", "C", "C", "C", "C", "H", "H", "H", "H", "H", "H"], "coordinates": [[0.984, 1.534, -0.086], [-2.459, 5.241, -1.564], [-1.244, 5.747, -0.313], [-0.221, 4.332, -0.210], [-0.989, 2.750, -0.354], [1.038, 4.605, 0.031], [1.855, 3.590, 0.179], [3.126, 3.573, 0.290], [3.795, 2.288, 0.274], [5.189, 2.204, 0.354], [5.817, 0.981, 0.303], [5.049, -0.172, 0.178], [3.680, -0.036, 0.104], [3.061, 1.145, 0.146], [-3.197, 6.038, -1.611], [-2.930, 4.309, -1.272], [-1.962, 5.138, -2.525], [3.699, 4.497, 0.383], [5.756, 3.121, 0.447], [6.894, 0.909, 0.358], [5.506, -1.150, 0.137], [3.040, -0.902, 0.008], [-0.397, -1.816, -0.106], [0.088, -2.841, 0.215], [0.788, -3.959, 0.467], [0.675, -5.087, -0.395], [0.593, -6.007, -1.081], [1.627, -4.055, 1.614], [2.315, -4.144, 2.532], [-2.212, -2.693, 2.558], [-3.243, -2.631, 1.161], [-4.431, -3.342, 1.175], [-5.256, -3.316, 0.062], [-4.886, -2.591, -1.060], [-3.701, -1.875, -1.058], [-2.867, -1.875, 0.054], [-1.607, -1.049, 0.058], [-4.706, -3.898, 2.061], [-6.187, -3.866, 0.081], [-5.527, -2.577, -1.932], [-3.410, -1.298, -1.928], [-1.631, -0.310, -0.740], [-1.509, -0.515, 1.005]], "atomic_forces_ev_per_a": [[-1.00, -0.66, -0.21], [0.16, -0.04, 0.26], [0.06, 0.12, -0.18], [0.17, -1.06, 0.09], [0.23, 0.02, -0.07], [-0.03, 2.20, 0.11], [0.74, -1.36, -0.02], [-1.14, 1.74, 0.06], [0.65, -1.51, 0.05], [-0.51, 0.50, 0.00], [-0.03, -0.56, -0.04], [0.39, 0.30, 0.05], [-0.24, -0.01, 0.03], [0.53, 0.29, 0.04], [0.01, 0.03, 0.03], [-0.12, 0.03, -0.06], [-0.05, -0.03, -0.02], [0.22, -0.08, -0.11], [0.01, -0.01, 0.01], [0.01, 0.05, 0.01], [-0.04, -0.02, 0.00], [-0.01, 0.02, -0.01], [0.28, -0.37, 0.09], [-0.05, 0.41, -0.20], [0.10, -0.37, 0.08], [-0.09, -0.07, -0.14], [0.00, 0.06, 0.01], [0.02, 0.12, 0.16], [-0.01, 0.05, -0.04], [0.02, 0.03, 0.06], [-0.09, -0.01, -0.14], [0.03, 0.00, 0.11], [0.03, 0.00, 0.02], [-0.07, 0.00, -0.03], [0.02, 0.01, 0.02], [0.15, -0.07, 0.06], [-0.42, 0.21, 0.01], [0.01, -0.03, -0.02], [0.00, -0.01, -0.04], [0.02, 0.00, 0.00], [-0.02, 0.01, 0.00], [0.02, 0.01, 0.05], [0.09, 0.06, -0.07]]}

***

{"formula": "C19H14F13IN2O7S", "method": "ωB97M-V/def2-TZVPD", "lumo_ev": -1.18, "homo_energy_ev": -9.77, "spin_multiplicity": 1, "elements": ["O", "C", "O", "I", "O", "C", "C", "C", "F", "F", "C", "F", "F", "C", "F", "F", "C", "F", "F", "S", "F", "F", "F", "F", "F", "H", "H", "H", "H", "C", "C", "C", "C", "C", "C", "N", "O", "O", "H", "H", "H", "H", "H", "C", "C", "C", "C", "C", "C", "N", "O", "O", "H", "H", "H", "H", "H"], "coordinates": [[-1.371, 0.448, 1.185], [-1.234, -0.048, 0.093], [-0.943, 0.704, -0.992], [0.878, 0.303, -1.737], [-1.414, -1.358, -0.172], [-0.564, -2.183, 0.647], [-1.287, -2.580, 1.934], [-0.357, -3.103, 3.016], [0.867, -3.373, 2.503], [-0.846, -4.292, 3.458], [-0.240, -2.212, 4.283], [-1.402, -1.556, 4.486], [-0.045, -2.989, 5.372], [0.893, -1.120, 4.194], [0.506, -0.090, 4.968], [0.960, -0.710, 2.919], [2.257, -1.615, 4.766], [2.489, -2.911, 4.472], [2.168, -1.534, 6.112], [3.775, -0.607, 4.201], [2.884, 0.680, 4.027], [3.512, -1.059, 2.716], [4.720, -1.862, 4.411], [4.117, -0.161, 5.680], [5.015, 0.223, 3.698], [-0.364, -3.063, 0.055], [0.366, -1.670, 0.851], [-1.958, -3.391, 1.676], [-1.912, -1.757, 2.252], [4.066, 6.753, -1.843], [3.665, 6.887, -3.165], [3.117, 5.807, -3.837], [2.978, 4.606, -3.167], [3.376, 4.452, -1.852], [3.925, 5.537, -1.189], [2.378, 3.464, -3.869], [2.048, 3.615, -5.022], [2.239, 2.430, -3.241], [4.489, 7.601, -1.319], [3.777, 7.835, -3.673], [2.804, 5.906, -4.866], [3.261, 3.505, -1.346], [4.239, 5.434, -0.160], [-6.594, -1.518, -3.269], [-6.186, -1.964, -2.019], [-4.910, -2.475, -1.847], [-4.060, -2.529, -2.936], [-4.450, -2.095, -4.188], [-5.729, -1.588, -4.352], [-2.698, -3.050, -2.752], [-2.392, -3.437, -1.647], [-1.960, -3.050, -3.713], [-7.589, -1.115, -3.398], [-6.860, -1.910, -1.176], [-4.586, -2.822, -0.877], [-3.772, -2.148, -5.027], [-6.049, -1.242, -5.325]], "atomic_forces_ev_per_a": [[0.09, -0.40, -0.72], [-0.38, 0.66, 1.00], [0.12, -0.34, 0.01], [-0.56, -0.18, 0.11], [0.68, 0.43, -0.30], [-0.36, -0.27, 0.39], [0.00, 0.05, -0.60], [-0.91, -0.28, -0.23], [0.31, 0.07, 0.11], [-0.03, -0.12, 0.14], [0.30, 0.13, 0.39], [0.11, -0.15, -0.21], [0.17, 0.22, -0.19], [-0.62, -0.22, 0.42], [0.12, 0.04, -0.23], [0.05, 0.07, 0.04], [0.35, -0.65, 0.84], [-0.16, 0.79, -0.20], [0.06, 0.03, -0.68], [0.70, -0.18, 0.64], [-0.24, 0.16, -0.15], [-0.24, -0.05, -0.29], [-0.03, -0.10, -0.07], [-0.18, 0.11, 0.04], [0.09, 0.01, -0.10], [0.12, -0.11, -0.24], [0.13, 0.15, -0.05], [-0.15, -0.22, 0.12], [0.13, 0.21, 0.29], [0.00, -0.01, -0.01], [0.03, -0.03, 0.12], [-0.01, 0.14, -0.17], [0.08, 0.18, 0.13], [0.03, -0.10, 0.19], [0.01, 0.10, -0.08], [0.01, -0.07, 0.09], [-0.04, 0.04, -0.20], [0.33, 0.23, -0.25], [0.01, 0.00, 0.00], [0.00, 0.00, -0.02], [-0.05, -0.12, 0.00], [-0.07, -0.04, -0.09], [0.00, -0.02, 0.01], [0.01, 0.00, 0.00], [-0.01, 0.03, -0.11], [-0.07, -0.01, 0.21], [-0.20, 0.09, -0.02], [0.01, 0.05, -0.22], [-0.06, 0.00, 0.11], [0.00, 0.08, -0.05], [0.01, -0.30, 0.20], [0.10, 0.00, -0.14], [-0.01, 0.00, 0.00], [0.01, -0.01, 0.02], [0.12, -0.02, -0.04], [0.10, -0.04, 0.07], [0.01, 0.00, -0.02]]}

***

{"formula": "C19H14F3N3O3", "method": "ωB97M-V/def2-TZVPD", "lumo_ev": 0.05, "e_above_lowest_kj_mol": 0.0, "homo_energy_ev": -8.95, "spin_multiplicity": 1, "elements": ["C", "C", "C", "C", "C", "C", "O", "N", "C", "C", "C", "C", "C", "C", "F", "F", "F", "C", "C", "C", "N", "C", "O", "C", "C", "C", "N", "O", "H", "H", "H", "H", "H", "H", "H", "H", "H", "H", "H", "H", "H", "H"], "coordinates": [[-2.869, 2.621, 3.109], [-2.180, 1.747, 2.116], [-1.948, 0.406, 2.406], [-1.361, -0.451, 1.497], [-1.004, 0.018, 0.235], [-0.420, -0.841, -0.834], [-0.615, -0.626, -2.011], [0.358, -1.863, -0.354], [1.032, -2.852, -1.062], [0.948, -2.988, -2.448], [1.638, -4.000, -3.087], [2.420, -4.893, -2.374], [2.498, -4.758, -0.995], [3.358, -5.688, -0.188], [2.817, -5.983, 1.008], [3.591, -6.857, -0.799], [4.568, -5.155, 0.078], [1.817, -3.746, -0.337], [-1.238, 1.351, -0.075], [-1.787, 2.220, 0.858], [-1.973, 3.562, 0.473], [-1.552, 4.655, 1.163], [-1.001, 4.638, 2.243], [-1.834, 5.923, 0.453], [-1.600, 7.222, 0.825], [-2.079, 7.969, -0.272], [-2.548, 7.184, -1.200], [-2.404, 5.915, -0.768], [-3.314, 2.025, 3.901], [-2.158, 3.321, 3.548], [-3.647, 3.210, 2.624], [-2.253, 0.025, 3.369], [-1.237, -1.492, 1.761], [0.504, -1.886, 0.646], [0.343, -2.296, -3.010], [1.566, -4.094, -4.159], [2.957, -5.683, -2.873], [1.894, -3.659, 0.737], [-0.972, 1.706, -1.060], [-2.231, 3.708, -0.494], [-1.159, 7.570, 1.734], [-2.093, 9.032, -0.406]], "atomic_forces_ev_per_a": [[0.08, 0.10, 0.16], [0.01, -0.01, -0.10], [0.05, 0.07, -0.02], [0.08, 0.04, -0.19], [-0.30, 0.29, 0.18], [0.11, -0.14, 0.16], [0.00, 0.07, -0.15], [-0.11, 0.15, 0.48], [0.27, -0.40, -0.34], [-0.13, 0.16, -0.06], [0.12, -0.11, 0.12], [0.03, -0.02, 0.13], [-0.05, -0.02, -0.02], [0.27, -0.13, 0.21], [-0.22, 0.09, 0.09], [-0.09, -0.06, -0.25], [0.04, 0.17, -0.07], [-0.02, -0.02, -0.19], [0.04, -0.09, 0.08], [0.21, -0.49, 0.18], [-0.22, 0.00, -0.34], [0.02, -0.18, -0.12], [0.03, 0.17, -0.12], [0.25, 1.41, 0.36], [-0.12, -0.99, -0.17], [0.02, -0.53, 0.11], [-0.29, 0.91, -0.75], [0.19, -0.71, 0.52], [-0.09, -0.04, 0.01], [-0.11, -0.03, 0.04], [-0.08, 0.06, 0.01], [-0.06, -0.02, 0.09], [0.01, -0.10, 0.02], [-0.05, 0.11, -0.20], [0.00, -0.01, 0.00], [-0.03, 0.01, -0.10], [0.04, -0.07, -0.04], [-0.01, 0.01, 0.11], [0.05, 0.04, -0.09], [-0.03, 0.06, 0.15], [0.11, 0.01, 0.22], [-0.05, 0.22, -0.12]]}

***

{"formula": "C19H14F3NO4", "method": "ωB97M-V/def2-TZVPD", "lumo_ev": 0.21, "homo_energy_ev": -8.56, "spin_multiplicity": 1, "elements": ["C", "C", "O", "C", "O", "C", "C", "N", "C", "C", "C", "C", "C", "C", "C", "O", "C", "C", "F", "C", "F", "C", "F", "C", "C", "C", "O", "H", "H", "H", "H", "H", "H", "H", "H", "H", "H", "H", "H", "H", "H"], "coordinates": [[4.445, 4.784, -1.091], [4.240, 3.386, -1.642], [3.051, 2.853, -1.064], [2.706, 1.632, -1.436], [3.341, 0.958, -2.218], [1.451, 1.153, -0.803], [1.138, -0.155, -1.007], [0.037, -0.765, -0.533], [-0.052, -2.181, -0.688], [-0.216, -2.690, -1.969], [-0.283, -4.055, -2.172], [-0.178, -4.912, -1.090], [0.007, -4.402, 0.182], [0.078, -3.033, 0.408], [0.271, -2.524, 1.814], [1.072, -1.360, 1.824], [-0.893, -0.036, 0.169], [-2.124, -0.575, 0.579], [-2.478, -1.835, 0.258], [-3.033, 0.175, 1.305], [-4.190, -0.379, 1.687], [-2.740, 1.502, 1.624], [-3.623, 2.218, 2.334], [-1.561, 2.064, 1.196], [-0.639, 1.315, 0.468], [0.600, 2.003, 0.017], [0.820, 3.160, 0.321], [4.548, 4.746, -0.010], [3.586, 5.405, -1.331], [5.339, 5.224, -1.523], [5.081, 2.728, -1.394], [4.130, 3.396, -2.733], [1.818, -0.774, -1.577], [-0.299, -2.004, -2.799], [-0.418, -4.445, -3.168], [-0.233, -5.979, -1.237], [0.101, -5.077, 1.020], [0.738, -3.319, 2.410], [-0.717, -2.312, 2.257], [1.295, -1.138, 2.733], [-1.326, 3.095, 1.413]], "atomic_forces_ev_per_a": [[-0.24, -0.40, -0.03], [0.50, 0.06, -0.31], [-0.12, 0.22, 0.22], [-0.03, -0.45, -0.22], [0.08, 0.04, 0.00], [0.11, 0.18, -0.01], [0.29, 0.41, -0.02], [0.10, -0.06, -0.44], [0.12, -0.66, -0.13], [0.00, 0.11, 0.16], [0.03, -0.05, 0.01], [-0.05, -0.05, -0.05], [-0.03, 0.16, 0.03], [0.19, 0.20, 0.02], [-0.29, -0.24, 0.24], [0.29, 0.10, 0.03], [-0.54, 0.61, 0.41], [-0.13, 0.00, 0.02], [-0.08, 0.32, 0.14], [0.03, -0.03, 0.02], [0.28, 0.14, -0.10], [0.28, 0.01, -0.15], [-0.01, -0.17, -0.07], [-0.28, -0.17, 0.08], [-0.27, -0.27, 0.11], [-0.04, -0.30, -0.01], [-0.17, 0.10, 0.11], [0.04, 0.06, 0.11], [-0.05, 0.12, -0.02], [0.09, 0.05, -0.04], [-0.13, 0.09, -0.09], [0.05, -0.04, 0.17], [-0.02, -0.03, 0.03], [-0.02, 0.09, -0.07], [-0.01, -0.03, -0.10], [0.00, -0.10, -0.02], [0.04, -0.07, 0.10], [-0.11, 0.06, -0.09], [0.13, -0.05, -0.04], [-0.04, -0.02, -0.02], [0.01, 0.08, 0.02]]}